# 1
Below is 2 unconnected molecules or ions with the total composition C3H10N2O2, with properties calculated with ωB97M-V/def2-TZVPD.

Structure (XYZ):
```
17
Properties=species:S:1:pos:R:3:lowdin_charge:R:1
O 2.14 1.51 -1.75 -0.07
O 0.14 1.79 0.05 0.02
N 0.20 -0.36 0.78 0.05
N -1.80 0.60 0.14 0.16
C -0.45 0.76 0.36 -0.60
C -0.39 -1.67 1.06 -0.23
C -0.17 -2.60 -0.15 -0.08
H -2.32 1.38 -0.21 0.10
H 0.12 -3.62 0.09 0.07
H 1.29 1.56 -2.19 0.02
H -1.01 -2.59 -0.84 0.06
H 2.02 1.92 -0.89 0.00
H 0.03 -2.06 1.98 0.11
H -1.45 -1.52 1.21 0.10
H -2.13 -0.28 -0.13 0.06
H 1.15 -0.26 1.08 0.14
H 0.68 -2.19 -0.70 0.07
```

=====

# 2
Below is a gas-phase ion, CH6NOSi (charge -1), with properties calculated with ωB97M-V/def2-TZVPD.

Structure (XYZ):
```
10
Properties=species:S:1:pos:R:3:lowdin_charge:R:1
Si 0.80 -0.30 -0.23 0.19
O 1.50 0.41 1.18 -0.41
N 2.44 0.51 -0.07 -0.23
C -1.12 -0.61 0.19 -0.29
H 3.24 0.03 0.29 -0.03
H -1.50 0.15 0.86 -0.02
H 1.21 -1.60 -0.49 -0.07
H -1.37 -1.58 0.59 -0.03
H -1.46 -0.49 -0.79 -0.06
H 0.28 0.43 -1.40 -0.05
```

Summary:
**Total charge**: -1

=====

no.,gap between HOMO and LUMO (eV),strongest force on any atom (Eh/bohr),energy (Ha)
1,10.5,0.028,-380.3207
2,7.5,0.052,-461.1409